1.
{"formula": "C37H57CrN6O3SbSi3", "method": "ωB97M-V/def2-TZVPD", "symbols": ["Cr", "C", "C", "N", "O", "C", "C", "N", "O", "H", "H", "H", "H", "H", "H", "H", "C", "Sb", "C", "C", "C", "C", "C", "C", "N", "Si", "C", "C", "C", "C", "C", "C", "C", "C", "C", "N", "Si", "C", "C", "C", "Si", "C", "C", "C", "H", "H", "H", "H", "H", "H", "H", "H", "H", "H", "H", "H", "H", "H", "H", "H", "H", "H", "H", "H", "H", "H", "H", "H", "H", "H", "H", "H", "H", "H", "H", "H", "H", "H", "H", "H", "H", "H", "C", "N", "N", "C", "O", "C", "C", "C", "C", "C", "C", "C", "C", "C", "H", "H", "H", "H", "H", "H", "H", "H", "H", "H", "H", "H"], "xyz": [[-1.75616, 0.01670, -0.14993], [-5.69179, 1.43778, -0.99427], [-4.53288, 0.60266, -0.72296], [-3.37033, 1.12166, -0.42917], [-3.46153, 2.55350, -0.46189], [-4.70168, -0.80003, -0.77707], [-5.89149, -1.54319, -1.15441], [-3.51167, -1.35629, -0.35972], [-3.59036, -2.60323, -0.12469], [-6.54916, 0.89810, -1.42670], [-5.46461, 2.29349, -1.64254], [-6.18846, 1.90241, -0.12041], [-2.49832, 2.78203, -0.60270], [-6.83357, -1.11993, -0.85772], [-5.86646, -2.53918, -0.73014], [-5.94040, -1.63637, -2.25020], [2.45002, -1.44697, -2.25824], [1.20765, -0.40329, -0.83149], [-0.66944, -1.11456, -1.62833], [-0.78040, -2.56239, -1.73737], [-0.99134, -3.43194, -0.62739], [-1.45011, -4.68450, -0.75727], [-1.50043, -5.19316, -2.04836], [-0.95193, -4.40955, -3.07704], [-0.77131, -3.10375, -2.93727], [-1.01213, -0.23806, -3.36683], [-2.84177, -0.65345, -3.78574], [0.13318, -0.60612, -4.78724], [-0.97826, 1.66083, -3.24049], [1.58303, -1.50237, 1.04084], [0.38564, -1.47571, 1.95314], [0.42340, -2.14427, 3.16524], [-0.50943, -1.93038, 4.12869], [-1.62872, -1.16209, 3.83611], [-1.63932, -0.59766, 2.59387], [-0.67387, -0.68083, 1.63749], [2.88409, -0.38553, 2.00471], [3.92200, -1.40369, 3.22477], [4.09749, 0.32508, 0.79157], [1.93471, 1.00119, 2.84836], [2.31937, -3.26178, 0.63605], [1.64151, -4.16468, -0.80751], [4.17426, -3.11089, 0.32259], [2.17444, -4.54739, 1.97650], [1.84071, -2.18702, -2.77151], [3.40012, -1.87493, -1.87049], [2.76261, -0.64158, -2.89390], [-0.81756, -3.06666, 0.39908], [-1.73521, -5.37696, 0.06455], [-1.94172, -6.17423, -2.30005], [-0.98601, -4.84015, -4.03548], [-2.86743, -1.74646, -3.73059], [-3.03362, -0.37319, -4.82014], [-3.49651, -0.18276, -3.07394], [-0.14693, -1.58826, -5.19235], [1.20142, -0.51580, -4.46090], [0.01590, 0.12817, -5.58139], [-1.56686, 2.02312, -2.42175], [-1.34529, 2.06829, -4.13565], [0.02482, 2.04119, -3.09147], [1.28410, -2.74049, 3.40529], [-0.43792, -2.36590, 5.11320], [-2.46828, -1.03378, 4.51369], [-2.48086, -0.02160, 2.18875], [4.53315, -2.21230, 2.84191], [3.27884, -1.78827, 4.03766], [4.64468, -0.72790, 3.63496], [3.80041, 0.79729, -0.18674], [4.97835, -0.30013, 0.57698], [4.41872, 1.21030, 1.34637], [1.21011, 0.68999, 3.59767], [1.37899, 1.58745, 2.10833], [2.66700, 1.63483, 3.37490], [1.27020, -3.63621, -1.68859], [0.93448, -4.95884, -0.62055], [2.52755, -4.67647, -1.09081], [4.30683, -2.14506, -0.13378], [4.41526, -3.88690, -0.45153], [4.70448, -3.26305, 1.23679], [1.18438, -4.71431, 2.40882], [2.91329, -4.50941, 2.85849], [2.43025, -5.48500, 1.48619], [0.75972, 5.89355, 2.14172], [0.23323, 4.53143, 2.03188], [0.38573, 3.74372, 0.88646], [-0.60431, 2.77556, 0.89286], [-0.71958, 1.86468, 0.01731], [-1.39894, 2.97791, 2.06741], [-0.84964, 4.09204, 2.69172], [-1.34868, 4.69910, 3.96139], [1.42972, 3.92142, -0.07086], [1.02543, 4.27062, -1.32454], [2.00082, 4.71358, -2.24858], [3.30933, 4.64725, -1.87709], [3.67145, 4.30463, -0.60066], [2.77095, 3.95155, 0.34873], [1.73964, 6.04904, 1.62620], [0.88222, 6.00513, 3.23573], [0.03827, 6.58331, 1.74685], [-2.32169, 2.48287, 2.32361], [-2.15507, 4.02338, 4.33259], [-1.79831, 5.68307, 3.65778], [-0.52508, 4.82938, 4.65013], [0.00510, 4.22444, -1.63821], [1.71950, 4.92324, -3.31716], [4.09070, 4.87734, -2.62220], [4.76389, 4.26821, -0.42488], [3.00967, 3.73436, 1.40495]], "forces_ev_per_angstrom": [[-0.06, -0.24, 0.15], [-2.25, 1.47, -0.49], [-0.91, -0.62, -0.24], [-0.46, 1.35, -0.43], [2.08, -0.39, -0.07], [3.46, 1.16, 1.28], [-0.51, -0.96, -0.70], [-2.39, -2.17, 0.02], [1.16, 1.43, -0.15], [0.73, -0.08, -0.13], [0.12, -0.31, 0.09], [0.81, -0.20, 0.09], [-1.40, -0.13, 0.22], [-0.25, 0.49, 0.32], [0.18, -0.19, -0.02], [0.04, -0.14, 0.16], [0.64, -0.36, 0.75], [0.94, 0.60, 0.02], [0.07, 1.17, -0.35], [-0.99, -1.28, 1.46], [0.35, 2.58, 1.65], [-0.80, -2.34, -0.49], [0.40, -0.34, -0.88], [-2.14, -0.51, 1.59], [0.72, 0.29, -1.28], [-1.17, 0.33, 0.30], [1.86, -0.61, -0.18], [0.63, -0.24, 0.24], [0.91, -1.14, 1.27], [-0.15, -0.60, 0.37], [0.44, 0.65, -1.71], [0.80, 0.00, 0.59], [-0.98, -0.10, 0.65], [-0.14, 0.24, -0.12], [-0.58, 0.87, -1.71], [-0.02, -1.40, 1.17], [-0.31, -1.34, -0.81], [-1.05, 0.06, 0.15], [0.44, 1.10, -1.04], [0.38, 0.11, 0.13], [0.13, 0.49, 0.77], [-0.50, -0.02, -0.89], [-1.18, -0.72, -1.34], [0.86, -0.42, 1.87], [0.28, 0.13, -0.23], [-0.90, 0.06, -0.12], [0.00, 0.30, -0.66], [-0.30, 0.10, -0.65], [0.24, 1.02, -0.37], [0.55, 0.55, 0.31], [0.45, -0.13, -1.37], [-0.48, 0.10, 0.10], [-0.24, 0.21, 0.04], [-0.44, 0.10, 0.08], [0.62, 0.15, 0.15], [-0.86, -0.52, -0.41], [-0.23, 0.20, -0.01], [-0.49, 0.29, 0.45], [-0.63, 0.49, -1.35], [0.38, 0.09, 0.05], [0.14, -0.13, -0.10], [0.20, -0.24, 0.04], [0.26, 0.03, -0.11], [-0.20, -0.10, 0.78], [-0.31, -0.13, -0.30], [0.44, 0.16, -0.19], [0.37, 0.63, 0.61], [-0.18, -0.73, 0.90], [-0.31, 0.21, 0.33], [0.56, 0.09, 0.12], [-0.03, -0.25, 0.07], [0.23, 0.03, 0.03], [-0.23, 0.03, -0.24], [0.37, -0.21, 0.40], [-0.11, 0.01, 0.43], [1.01, -0.62, -0.66], [0.71, 0.30, 0.08], [0.08, 0.63, 0.84], [0.66, 0.01, 0.23], [-0.02, 0.10, -0.13], [-1.02, 0.31, -1.22], [0.05, -0.18, -0.21], [0.82, -0.56, 0.60], [0.55, -0.36, -0.83], [-1.04, -0.99, 0.47], [-0.36, -0.14, 0.90], [-0.04, 0.02, -0.35], [1.15, 1.27, -0.59], [-0.67, -1.35, 0.28], [-0.99, 0.39, -1.25], [-0.13, 0.63, 1.34], [1.10, 0.78, -1.64], [-1.61, -1.07, -1.05], [0.86, 0.69, -1.45], [2.72, -0.28, 0.21], [-1.45, -0.29, 0.85], [-0.89, -0.49, 0.49], [0.10, 0.49, -0.69], [-0.29, 0.53, -0.13], [0.21, -0.11, 0.04], [0.77, 0.75, 0.04], [0.33, -0.68, 0.79], [-0.12, 0.10, 0.41], [-0.54, 0.03, 0.14], [0.24, -0.03, 1.36], [-0.45, -0.07, 0.57], [-0.80, 0.08, 0.31], [0.01, 0.02, -0.79]], "multiplicity": 4, "charge": 1, "orbital_gap_ev": [5.95, 7.17], "s_squared": 4.12, "homo_ev": [-9.576, -9.646]}

=====

2.
{"formula": "C37H57N5O2PPdSe", "method": "ωB97M-V/def2-TZVPD", "symbols": ["Pd", "C", "C", "C", "C", "C", "C", "C", "Se", "C", "C", "C", "C", "C", "C", "O", "C", "C", "C", "C", "C", "C", "C", "C", "C", "O", "C", "C", "C", "C", "C", "C", "H", "H", "H", "H", "H", "H", "H", "H", "H", "H", "H", "H", "H", "H", "H", "H", "H", "H", "H", "H", "H", "H", "H", "H", "H", "H", "H", "H", "H", "H", "H", "H", "H", "H", "H", "H", "H", "H", "H", "H", "N", "C", "C", "C", "N", "H", "H", "H", "H", "C", "N", "C", "N", "C", "N", "C", "P", "C", "C", "H", "H", "H", "H", "H", "H", "H", "H", "H", "H", "H", "H", "H"], "xyz": [[-1.42350, -0.10385, 1.89023], [2.78212, -2.99165, -3.68548], [1.28165, -3.20256, -3.93322], [1.00050, -2.93553, -5.41442], [0.93220, -4.67314, -3.64407], [0.45349, -2.30007, -3.01646], [0.63501, -2.34137, -1.63726], [-0.16856, -1.60994, -0.77369], [0.30955, -1.60512, 1.10136], [1.80730, -0.38428, 1.02301], [3.02101, -0.93280, 0.65403], [4.18200, -0.16766, 0.59357], [4.03882, 1.17773, 0.90512], [2.83513, 1.78795, 1.25982], [1.64779, 0.99436, 1.38195], [0.52459, 1.46973, 1.81431], [2.90890, 3.30576, 1.54279], [1.55175, 3.98659, 1.76608], [3.55871, 4.02466, 0.34591], [3.75471, 3.54608, 2.80381], [5.51986, -0.81774, 0.24486], [5.85044, -1.90376, 1.28352], [5.44175, -1.46655, -1.14432], [6.67127, 0.18827, 0.23722], [-1.28275, -0.83714, -1.23086], [-2.15980, -0.32361, -0.44475], [-1.35695, -0.67223, -2.65791], [-0.52779, -1.41935, -3.48460], [-2.34105, 0.35426, -3.23867], [-3.78866, -0.09590, -2.97918], [-2.16233, 0.54651, -4.74495], [-2.10397, 1.71925, -2.56491], [3.37612, -3.57158, -4.40103], [3.04299, -1.93557, -3.79115], [3.06851, -3.30684, -2.67935], [1.61071, -3.60512, -6.02720], [-0.04922, -3.11853, -5.65776], [1.24652, -1.90537, -5.68684], [1.54760, -5.34950, -4.24983], [1.08869, -4.91017, -2.58942], [-0.12037, -4.85986, -3.87476], [1.42686, -2.94888, -1.20632], [3.04748, -1.99142, 0.41517], [4.92450, 1.80319, 0.87739], [0.92414, 3.89981, 0.87587], [1.01784, 3.55017, 2.60691], [1.72709, 5.05206, 1.96254], [3.00112, 3.80595, -0.56793], [3.54807, 5.10774, 0.50827], [4.59516, 3.71929, 0.18901], [3.27843, 3.07279, 3.66665], [4.75843, 3.12741, 2.69963], [3.84781, 4.61991, 3.00414], [5.05873, -2.65439, 1.33289], [6.79084, -2.40682, 1.03376], [5.94658, -1.45728, 2.27718], [4.64483, -2.21190, -1.18875], [5.23136, -0.71144, -1.90662], [6.38785, -1.95909, -1.39471], [6.77759, 0.68327, 1.20629], [7.60916, -0.33371, 0.02418], [6.52947, 0.95347, -0.53171], [-0.64497, -1.31126, -4.55608], [-3.98731, -1.04692, -3.48422], [-3.94441, -0.22676, -1.90838], [-4.49656, 0.65169, -3.35965], [-2.40764, -0.36053, -5.30666], [-2.83383, 1.34078, -5.08415], [-1.13738, 0.84040, -4.98948], [-2.23370, 1.63672, -1.48676], [-1.08541, 2.06454, -2.76897], [-2.81015, 2.46316, -2.95294], [-1.59191, 3.04830, 1.35590], [-1.70967, 4.31229, 1.80405], [-3.04733, 4.64253, 1.75711], [-3.66746, 3.47202, 1.27186], [-2.77461, 2.51378, 1.03365], [-0.74537, 2.44711, 1.38865], [-0.85017, 4.88143, 2.12054], [-3.50325, 5.57731, 2.03996], [-4.71467, 3.31249, 1.04375], [-5.49037, 0.00463, 3.78535], [-4.44444, 0.37535, 2.76346], [-4.60164, -0.52969, 1.51872], [-4.64828, -1.91005, 1.88256], [-5.65001, -2.16367, 2.89801], [-5.42886, -1.38354, 4.11342], [-4.14155, -1.78334, 4.75609], [-2.53780, -1.48958, 3.70366], [-3.08610, 0.27515, 3.39866], [-3.32072, -2.42777, 2.26458], [-6.46544, 0.24066, 3.36033], [-5.31660, 0.61333, 4.67004], [-4.55427, 1.33329, 2.42660], [-3.75832, -0.31915, 0.85859], [-5.54476, -0.22260, 1.06142], [-5.63480, -3.22015, 3.15728], [-6.63518, -1.91127, 2.49560], [-4.22260, -2.84729, 5.00493], [-4.05205, -1.23691, 5.69998], [-2.34651, 0.90123, 2.78285], [-3.11806, 0.80383, 4.34889], [-3.42441, -3.47870, 2.54818], [-2.66948, -2.35731, 1.40332]], "forces_ev_per_angstrom": [[0.57, -0.44, 0.08], [0.02, 0.03, 0.00], [-0.03, -0.02, 0.03], [0.03, 0.01, 0.05], [-0.01, 0.03, -0.04], [-0.04, -0.03, 0.10], [-0.08, 0.09, -0.06], [0.03, 0.03, -0.04], [0.46, -0.34, -0.37], [-0.03, 0.02, 0.08], [-0.03, 0.06, 0.04], [0.00, -0.01, 0.04], [-0.06, 0.10, -0.01], [0.05, -0.02, 0.00], [-0.02, 0.10, 0.04], [0.07, -0.14, -0.29], [-0.11, -0.07, 0.01], [0.13, -0.01, -0.04], [0.02, -0.03, 0.03], [-0.02, -0.01, -0.01], [0.00, -0.09, 0.02], [-0.05, 0.06, 0.01], [-0.02, 0.02, -0.02], [0.03, 0.01, -0.03], [-0.10, -0.13, 0.02], [0.20, 0.00, 0.03], [0.06, 0.00, -0.12], [-0.01, 0.01, 0.03], [-0.02, -0.04, 0.19], [0.00, 0.01, -0.01], [-0.02, -0.03, -0.04], [0.03, -0.07, 0.01], [-0.02, 0.00, 0.05], [0.00, -0.05, 0.00], [-0.02, 0.04, -0.05], [-0.01, 0.02, 0.00], [0.05, 0.03, -0.01], [-0.03, -0.05, 0.00], [-0.03, 0.04, 0.04], [0.02, 0.00, -0.05], [0.05, -0.01, 0.02], [-0.05, 0.01, -0.02], [0.02, 0.01, 0.03], [-0.07, -0.02, -0.02], [0.06, 0.01, 0.07], [0.05, 0.02, -0.03], [0.01, -0.01, -0.05], [0.02, 0.03, 0.02], [0.02, -0.03, 0.00], [-0.04, 0.02, 0.00], [0.04, 0.02, -0.02], [-0.03, 0.02, 0.01], [0.00, -0.04, 0.00], [0.05, 0.02, -0.01], [-0.03, 0.01, 0.01], [0.00, -0.03, -0.04], [0.05, 0.04, 0.00], [-0.01, -0.04, 0.03], [-0.04, 0.01, 0.00], [0.00, -0.02, -0.05], [-0.03, 0.02, -0.01], [0.00, -0.02, 0.07], [0.00, 0.01, 0.09], [0.00, 0.04, 0.02], [0.00, 0.00, -0.05], [0.04, -0.04, 0.01], [0.02, 0.05, 0.02], [0.01, -0.02, -0.01], [-0.06, -0.01, -0.01], [0.00, 0.03, -0.04], [-0.06, 0.02, -0.01], [0.04, -0.03, -0.02], [-0.36, 0.17, 0.17], [-0.06, -0.01, -0.05], [-0.12, -0.12, 0.05], [0.12, 0.23, -0.05], [-0.31, 0.31, 0.09], [0.31, -0.16, -0.08], [-0.07, -0.08, -0.05], [0.02, -0.03, -0.05], [0.07, -0.01, -0.02], [0.02, -0.13, 0.07], [0.10, -0.08, -0.03], [-0.09, -0.21, 0.15], [0.14, -0.02, -0.08], [0.09, 0.14, -0.01], [0.10, -0.09, 0.06], [-0.03, -0.02, -0.12], [-0.60, -0.17, 0.04], [0.35, -0.48, -0.32], [-0.14, 0.24, 0.20], [-0.07, 0.04, -0.08], [0.04, 0.10, 0.04], [0.02, 0.11, 0.00], [0.13, 0.06, -0.10], [-0.05, 0.04, 0.06], [0.00, -0.06, -0.01], [-0.03, 0.02, 0.00], [-0.03, 0.05, 0.02], [0.01, 0.02, -0.01], [-0.61, 0.92, 0.39], [-0.05, 0.05, 0.11], [-0.07, -0.01, 0.04], [0.12, -0.03, -0.17]], "charge": -1, "orbital_gap_ev": 5.44, "homo_ev": -3.378, "relative_energy_kj_mol": 156.68}